Density functional theory data (ωB97M-V/def2-TZVPD) for C20H15IN4O2PbS as an isolated structure.

Each line ends with the natural charge from an NBO analysis.
Element x y z (Å)
Pb: 0.1198 0.4465 0.3595  1.36
I: -2.2110 2.3488 1.3049  0.34
C: -2.7235 2.5204 -0.7123  -0.14
C: -3.6531 3.4953 -0.9990  -0.20
C: -4.1567 3.6266 -2.2979  -0.17
C: -3.7307 2.7737 -3.2832  -0.11
C: -2.7465 1.8027 -3.0242  -0.10
C: -2.3275 0.9268 -4.0603  -0.07
C: -1.3641 -0.0210 -3.8593  -0.21
C: -0.7117 -0.0699 -2.6126  -0.21
C: -1.2067 0.6584 -1.5589  -0.25
C: -2.1956 1.6647 -1.7136  -0.07
H: -4.0188 4.1485 -0.2189  0.25
H: -4.8990 4.3847 -2.5055  0.25
H: -4.1566 2.8262 -4.2772  0.24
H: -2.7734 1.0475 -5.0398  0.24
H: -1.0543 -0.6815 -4.6570  0.25
H: 0.1554 -0.7064 -2.4964  0.24
N: -4.3647 -5.9845 3.9509  -0.57
C: -3.4893 -5.0375 3.6606  0.25
C: -2.0967 -5.3551 3.5770  -0.18
C: -1.1969 -4.3726 3.2942  -0.15
C: -1.6579 -3.0582 3.0872  -0.18
C: -3.0227 -2.7212 3.1637  -0.18
C: -3.9361 -3.6938 3.4422  -0.16
S: -0.4668 -1.7636 2.8166  2.33
O: -1.1173 -0.5342 3.1850  -0.95
O: 0.7395 -2.1783 3.4534  -0.89
N: -0.3038 -1.6430 1.2130  -1.03
C: 0.6233 -2.4329 0.5344  0.56
N: 1.2561 -1.7431 -0.4247  -0.57
C: 2.1721 -2.3970 -1.1428  0.11
C: 2.4497 -3.7275 -0.9046  -0.31
C: 1.7214 -4.3436 0.1015  0.13
N: 0.7949 -3.7101 0.8221  -0.48
H: -4.0728 -6.9380 4.1199  0.43
H: -5.3528 -5.7842 4.0291  0.43
H: -1.7746 -6.3728 3.7582  0.25
H: -0.1365 -4.5684 3.2398  0.28
H: -3.3266 -1.6932 3.0271  0.27
H: -4.9915 -3.4654 3.5201  0.24
H: 2.6855 -1.8305 -1.9106  0.22
H: 3.1956 -4.2627 -1.4713  0.26
H: 1.8807 -5.3897 0.3345  0.22

## Properties
Highest occupied orbital energy (alpha / beta) = -13.9 / -14.0 eV
Total charge = +2
Strongest force on any atom = 0.4 eV Å⁻¹
Spin multiplicity = 1
Kohn-Sham gap (alpha / beta) = 0.1810 / 0.1862 Ha
E_LUMO (alpha / beta) = -8.972 / -8.903 eV


Density functional theory data (ωB97M-V/def2-TZVPD) for C20H15IrN3O2Se4 as an isolated structure.

Each line ends with the natural charge from an NBO analysis.
Element x y z (Å)
Ir: 0.4344 -0.1651 0.2082  1.08
O: -0.3704 -1.3911 1.6114  -0.67
C: -1.5327 -1.2533 2.1686  0.39
C: -1.8791 -2.1572 3.1969  -0.23
C: -3.0410 -2.0387 3.9163  -0.21
C: -3.9168 -0.9857 3.6615  -0.31
C: -3.6379 -0.1171 2.6332  -0.15
C: -2.4852 -0.2347 1.8384  -0.22
C: -2.3149 0.6833 0.7630  0.12
N: -1.3275 0.6861 -0.0948  -0.32
N: -1.3211 1.6945 -1.0108  -0.42
C: -0.1536 1.8552 -1.5801  0.51
O: 0.8847 1.1510 -1.2973  -0.68
C: -0.0024 2.9589 -2.5418  -0.01
C: -1.0824 3.7730 -2.8716  -0.19
C: -0.9154 4.8187 -3.7560  -0.24
C: 0.3283 5.0694 -4.3161  -0.23
C: 1.4081 4.2693 -3.9802  -0.23
C: 1.2488 3.2209 -3.0970  -0.19
H: -1.1825 -2.9594 3.3941  0.21
H: -3.2770 -2.7652 4.6814  0.19
H: -4.8184 -0.8717 4.2520  0.19
H: -4.3279 0.6888 2.4078  0.19
H: -3.0602 1.4715 0.6565  0.18
H: -2.0390 3.5497 -2.4284  0.24
H: -1.7576 5.4495 -4.0089  0.20
H: 0.4560 5.8938 -5.0076  0.19
H: 2.3815 4.4716 -4.4064  0.20
H: 2.0745 2.5816 -2.8247  0.24
Se: -3.0476 -2.0484 -2.2593  -0.54
Se: -1.9568 -4.1999 -0.2286  -0.35
Se: 0.2454 -3.8736 0.2356  -0.01
Se: 1.2355 -2.5986 -1.3248  -0.25
N: 2.1842 -0.0463 0.8166  -0.54
C: 2.9016 1.0489 0.8998  0.13
C: 4.3037 1.0267 0.6646  -0.25
C: 5.0388 2.1848 0.6530  -0.22
C: 4.4469 3.4158 0.9126  -0.30
C: 3.0876 3.4644 1.2011  -0.20
C: 2.3327 2.3211 1.2136  -0.26
H: 4.7605 0.0737 0.4431  0.21
H: 6.0982 2.1439 0.4277  0.19
H: 5.0314 4.3254 0.8778  0.19
H: 2.6175 4.4178 1.4132  0.19
H: 1.2754 2.3591 1.4394  0.21

## Properties
Highest occupied orbital energy (alpha / beta) = -0.5 / -0.7 eV
Total charge = -2
⟨S²⟩ = 0.81
Energy above the lowest of the compared OMol25 structures with the same formula, charge and spin = 1.607 eV
Strongest force on any atom = 2.4 eV Å⁻¹
Spin multiplicity = 2
Kohn-Sham gap (alpha / beta) = 0.1607 / 0.1753 Ha
E_LUMO (alpha / beta) = 3.829 / 4.079 eV


Density functional theory data (ωB97M-V/def2-TZVPD) for one molecule with the formula C20H15N3O4.

Each line ends with the natural charge from an NBO analysis.
Element x y z (Å)
C: 3.3637 5.1737 -0.9851  -0.26
H: 4.2289 4.9686 -0.3509  0.19
H: 3.7028 5.2667 -2.0191  0.19
H: 2.8596 6.0817 -0.6642  0.20
O: 2.4089 4.1310 -0.8702  -0.51
C: 2.8420 2.9081 -1.2242  0.78
O: 3.9681 2.6907 -1.5961  -0.58
C: 1.7814 1.8801 -1.0909  -0.30
C: 0.4918 2.2228 -0.8461  -0.01
C: -0.6421 1.3604 -0.6825  -0.35
C: -0.5984 0.0590 -0.1524  0.62
N: -1.6698 -0.7303 -0.0867  -0.55
C: -2.8365 -0.2822 -0.4833  0.44
N: -3.0223 1.0090 -0.9173  -0.39
C: -4.2536 1.4595 -1.2733  0.06
C: -5.3450 0.6546 -1.2303  -0.27
C: -5.1960 -0.6831 -0.8050  -0.14
C: -3.9658 -1.1377 -0.4400  -0.23
H: -3.7918 -2.1454 -0.1018  0.24
H: -6.0562 -1.3331 -0.7711  0.23
H: -6.3096 1.0359 -1.5198  0.24
H: -4.2727 2.4931 -1.5901  0.26
C: -1.9132 1.9237 -1.0275  0.66
O: -2.1333 3.0535 -1.4131  -0.61
O: 0.5362 -0.3485 0.3939  -0.48
C: 0.7407 -1.6686 0.7652  0.38
C: 0.3325 -2.7404 -0.0124  -0.26
C: 0.6444 -4.0218 0.4045  -0.19
C: 1.3551 -4.2319 1.5722  -0.23
C: 1.7789 -3.1584 2.3463  0.01
C: 1.4641 -1.8728 1.9310  -0.28
H: 1.7827 -1.0154 2.5042  0.22
C: 2.5832 -3.3774 3.5908  -0.63
H: 2.3494 -4.3392 4.0406  0.22
H: 2.3977 -2.5905 4.3176  0.22
H: 3.6459 -3.3674 3.3480  0.22
H: 1.5921 -5.2388 1.8834  0.21
H: 0.3341 -4.8645 -0.1949  0.21
H: -0.2058 -2.5721 -0.9303  0.23
H: 0.2520 3.2791 -0.8317  0.25
C: 2.2101 0.5610 -1.3531  0.29
N: 2.5663 -0.4928 -1.6342  -0.31

## Properties
Highest occupied orbital energy = -8.4 eV
Total charge = 0
Energy above the lowest of the compared OMol25 structures with the same formula, charge and spin = 0.663 eV
SMILES = COC(=O)/C(C#N)=C/c1c(Oc2cccc(C)c2)nc2ccccn2c1=O
Strongest force on any atom = 1.1 eV Å⁻¹
Spin multiplicity = 1
Kohn-Sham gap = 0.2779 Ha
E_LUMO = -0.853 eV


Density functional theory data (ωB97M-V/def2-TZVPD) for one molecule with the formula C20H15NO.

Each line ends with the natural charge from an NBO analysis.
Element x y z (Å)
O: 0.2822 1.1036 -2.2489  -0.66
C: 2.6111 1.2617 2.3376  -0.23
C: 1.3359 1.3732 2.9324  -0.16
C: 4.2375 -0.9768 -0.2760  -0.21
C: 3.0542 -1.5060 -0.8706  -0.20
C: 4.0594 -0.0251 0.7673  -0.22
C: 1.7864 -0.9748 -0.5213  -0.20
C: -2.7571 -0.5622 -3.5091  -0.20
C: -3.1440 -0.2421 1.3491  -0.25
C: -1.5127 0.0872 -3.4537  -0.27
C: 2.7939 0.4321 1.1616  -0.01
C: -1.8725 0.2342 1.3910  0.15
C: 1.6445 0.0509 0.4429  -0.03
C: -3.4420 -0.8319 -2.3131  -0.21
C: -3.6626 -0.6215 0.0982  -0.14
C: -0.9345 0.4317 -2.2106  0.32
C: -1.0498 0.3298 0.3041  -0.01
C: -2.8963 -0.4419 -1.0693  -0.06
C: -1.5901 0.1218 -0.9926  -0.11
N: -1.2348 0.6439 2.5703  -0.59
C: 0.3183 0.7536 0.7854  -0.28
C: 0.1919 0.6133 2.3141  -0.08
H: 0.5958 1.1995 -1.3659  0.48
H: 3.4868 1.7978 2.7254  0.22
H: 1.1692 1.9942 3.8116  0.22
H: 5.1887 -1.3762 -0.6280  0.22
H: 3.1561 -2.2752 -1.5722  0.21
H: 4.8995 0.3186 1.3317  0.21
H: 0.9033 -1.4209 -0.9744  0.22
H: -3.1588 -0.8272 -4.4471  0.21
H: -3.7201 -0.2750 2.2769  0.22
H: -1.0215 0.3772 -4.3798  0.22
H: -4.3783 -1.3375 -2.3535  0.21
H: -4.6433 -1.0698 0.0308  0.21
H: -1.5786 0.2790 3.4749  0.39
H: 0.4297 1.7785 0.5121  0.22
H: 0.4526 -0.4178 2.5689  0.19

## Properties
Highest occupied orbital energy = -7.3 eV
Total charge = 0
Energy above the lowest of the compared OMol25 structures with the same formula, charge and spin = 0.000 eV
SMILES = Oc1cccc2ccc3c(c12)[C@@H]1c2ccccc2C=C[C@H]1N3
Strongest force on any atom = 3.4 eV Å⁻¹
Spin multiplicity = 1
Kohn-Sham gap = 0.2849 Ha
E_LUMO = 0.438 eV


Density functional theory data (ωB97M-V/def2-TZVPD) for C20H16As2NO15S2Tc as an isolated structure.

Each line ends with the natural charge from an NBO analysis.
Element x y z (Å)
Tc: 0.4199 0.6701 1.0963  1.60
O: -1.5553 -1.5520 -2.0854  -1.04
As: -0.3513 -2.5796 -1.2764  2.44
O: 0.2922 -3.6750 -2.2708  -1.10
O: 0.8511 -1.2361 -1.2505  -0.81
C: -1.7281 -3.2495 -0.0626  -0.38
C: -2.8885 -3.7674 -0.6053  -0.17
C: -3.8292 -4.3410 0.2470  -0.20
C: -3.6144 -4.3915 1.6143  -0.20
C: -2.4461 -3.8699 2.1624  -0.20
C: -1.5254 -3.3076 1.3041  -0.25
S: 0.0220 -2.6360 1.7780  2.44
O: 0.3925 -2.9720 3.1075  -0.90
O: 0.8619 -3.0852 0.6680  -0.96
O: -0.2940 -1.1898 1.5387  -1.00
H: -1.1826 -1.2435 -2.9229  0.49
H: -3.0604 -3.7258 -1.6717  0.24
H: -4.7389 -4.7539 -0.1693  0.22
H: -4.3569 -4.8419 2.2601  0.21
H: -2.2502 -3.9044 3.2254  0.24
O: 2.3272 3.7067 -0.8328  -1.03
As: 2.3478 3.2875 0.8654  2.45
O: 2.4800 4.5692 1.8394  -1.11
O: 0.7833 2.5216 0.9052  -1.01
C: 3.9555 2.1979 1.0114  -0.36
C: 4.9860 2.8344 0.3159  -0.19
C: 6.2742 2.3288 0.3175  -0.21
C: 6.5600 1.1709 1.0219  -0.23
C: 5.5518 0.5325 1.7190  -0.12
C: 4.2548 1.0382 1.7189  -0.34
S: 3.1189 -0.0042 2.6099  2.42
O: 2.9454 -1.2010 1.8326  -0.96
O: 3.6114 -0.1377 3.9473  -0.94
O: 1.8297 0.8164 2.5908  -0.99
H: 1.7301 3.0861 -1.2836  0.52
H: 4.7732 3.7379 -0.2406  0.23
H: 7.0517 2.8438 -0.2320  0.21
H: 7.5632 0.7649 1.0276  0.21
H: 5.7589 -0.3735 2.2738  0.23
N: 2.3283 0.4635 -0.8239  -0.73
C: 1.3033 -0.2103 -0.5426  0.52
H: 2.8429 0.0731 -1.6163  0.37
O: -3.7588 0.1288 0.0648  -0.68
C: -3.8799 1.0115 -0.9453  0.44
C: -5.1727 1.2248 -1.4294  -0.31
C: -5.3974 2.1130 -2.4603  -0.17
C: -4.3402 2.8090 -3.0418  -0.27
C: -3.0618 2.5926 -2.5713  -0.13
C: -2.8049 1.7059 -1.5249  -0.29
C: -1.3777 1.5547 -1.1063  0.81
O: -0.4577 1.9890 -1.7591  -0.62
O: -1.2159 0.8463 0.0139  -0.76
H: -2.8090 0.0757 0.2855  0.51
H: -5.9826 0.6739 -0.9701  0.22
H: -6.4089 2.2669 -2.8163  0.21
H: -4.5161 3.5057 -3.8501  0.21
H: -2.2124 3.1075 -3.0012  0.23

## Properties
Highest occupied orbital energy (alpha / beta) = -6.7 / -6.7 eV
Total charge = -1
⟨S²⟩ = 3.78
Energy above the lowest of the compared OMol25 structures with the same formula, charge and spin = 1.827 eV
Strongest force on any atom = 0.9 eV Å⁻¹
Spin multiplicity = 4
Kohn-Sham gap (alpha / beta) = 0.3211 / 0.2885 Ha
E_LUMO (alpha / beta) = 2.069 / 1.183 eV


Density functional theory data (ωB97M-V/def2-TZVPD) for C20H16AsF9GdNO11S2Sb as an isolated structure.

Each line ends with the Löwdin charge.
Element x y z (Å)
Gd: 0.0383 -0.2596 -0.7427  1.50
O: -0.1325 1.7021 2.6797  0.12
C: 0.6880 1.4903 1.8308  -0.52
O: 0.8164 0.2965 1.1987  -0.33
C: 1.6260 2.5835 1.3463  -0.05
C: 3.1085 2.1378 1.3055  -0.25
C: 3.9855 3.4010 1.3188  -0.10
C: 3.7432 3.9396 -0.1139  -0.10
C: 2.8352 2.8395 -0.6966  -0.24
O: 3.2860 1.6648 -0.0285  -0.04
C: 1.4236 3.0249 -0.1542  -0.20
C: -0.9312 2.6419 -0.5367  -0.71
O: -1.1948 3.7938 -0.8104  0.06
O: -1.5132 1.6722 -0.0486  -0.04
H: 1.4737 3.4179 2.0276  0.15
H: 3.3770 1.3706 2.0243  0.15
H: 3.6962 4.1033 2.1017  0.11
H: 5.0274 3.1180 1.4678  0.11
H: 3.2601 4.9181 -0.1331  0.11
H: 4.6711 3.9974 -0.6823  0.10
H: 2.8692 2.7122 -1.7763  0.15
H: 1.0838 4.0575 -0.2320  0.15
F: -4.5637 -4.2440 -0.9190  0.11
C: -3.7314 -4.4407 0.1257  -0.59
F: -2.7401 -5.2394 -0.3115  0.13
F: -4.4375 -5.1702 1.0278  0.10
C: -3.2323 -3.1605 0.7285  -0.13
C: -3.4507 -2.9076 2.0748  -0.01
C: -2.9979 -1.7311 2.6365  -0.04
C: -2.2766 -0.8637 1.8362  -0.10
N: -2.0216 -1.1128 0.5571  -0.02
C: -2.4992 -2.2233 -0.0162  -0.60
S: -2.1196 -2.4626 -1.7073  0.92
H: -3.9700 -3.6412 2.6757  0.11
H: -3.1479 -1.5090 3.6832  0.11
H: -1.8524 0.0542 2.2285  0.11
O: -1.4284 -0.0750 -4.8035  -0.40
As: -1.3103 1.0381 -3.3890  1.20
O: -1.6549 -0.0500 -2.0808  -0.82
O: 0.5091 2.2217 -0.8816  -0.15
C: 0.6914 1.4252 -3.7118  -0.30
C: 0.8095 2.7168 -4.2161  -0.14
C: 2.0181 3.1985 -4.7022  -0.10
C: 3.1416 2.3844 -4.7121  -0.10
C: 3.0581 1.0942 -4.2102  -0.07
C: 1.8471 0.6302 -3.7135  -0.27
S: 1.8498 -0.9263 -2.8681  0.49
O: 2.8522 -1.7705 -3.4465  -0.27
O: 0.4675 -1.4181 -2.9593  -0.44
O: 2.0793 -0.4907 -1.4658  -0.42
H: -1.0174 -0.9051 -4.5135  0.00
H: -0.0697 3.3537 -4.2179  0.09
H: 2.0801 4.2122 -5.0822  0.09
H: 4.0827 2.7559 -5.1005  0.09
H: 3.9175 0.4359 -4.1921  0.11
F: 0.5034 -2.1105 0.2509  -0.46
Sb: 1.7739 -1.5545 2.0357  1.46
F: 1.8787 -0.1505 3.3397  -0.35
F: 0.1596 -2.0438 2.8388  -0.32
F: 3.0057 -2.2198 3.3700  -0.42
F: 2.0207 -3.3708 1.5388  -0.39
F: 3.2363 -1.0141 1.0299  -0.30

## Properties
Highest occupied orbital energy (alpha / beta) = -3.6 / -3.6 eV
Total charge = -2
⟨S²⟩ = 12.07
Energy above the lowest of the compared OMol25 structures with the same formula, charge and spin = 0.871 eV
Strongest force on any atom = 2.4 eV Å⁻¹
Spin multiplicity = 7
Kohn-Sham gap (alpha / beta) = 0.2942 / 0.2468 Ha
E_LUMO (alpha / beta) = 4.362 / 3.113 eV


> Among the records above, which one has the lowest strongest force on any atom?

C20H15IN4O2PbS